Density functional theory data (ωB97M-V/def2-TZVPD) for a single CH2F2O molecule.

Calculated values
- HOMO energy: -12.27 eV
- DFT total energy: -314.27594 hartree
- SMILES string: OC(F)F
- LUMO: 0.96 eV

Last column: natural (NBO) charge in e.
Positions of all 6 atoms, in Å:
C  0.598  -0.019  0.250  0.7785
O  -0.646  -0.059  -0.369  -0.7021
F  1.208  1.098  -0.148  -0.3498
F  1.297  -1.065  -0.114  -0.3237
H  0.582  0.103  1.291  0.1154
H  -0.458  0.369  -1.219  0.4818